(1)
DFT (ωB97M-V/def2-TZVPD) results for a 16-piece molecular cluster, C2H38NO15 overall.

```
56
C2H38NO15, DFT ωB97M-V/def2-TZVPD
C 1.89 2.62 -2.76
N 1.98 1.12 -2.39
C 3.24 0.94 -1.54
H 1.93 3.15 -1.81
H 2.89 2.81 -3.19
H 1.14 2.75 -3.51
H 2.16 0.46 -3.16
H 1.16 0.90 -1.83
H 4.19 1.29 -1.95
H 3.43 -0.11 -1.29
H 3.13 1.32 -0.52
H -2.12 0.28 2.69
H -3.11 1.20 1.90
O -2.71 0.31 1.91
H 3.08 3.23 1.25
H 2.23 4.47 0.80
O 2.64 3.66 0.48
H -0.13 -2.75 0.62
H -0.94 -1.53 0.60
O -0.97 -2.41 1.00
H -3.78 -0.30 -2.05
H -2.57 -0.72 -2.85
O -2.91 0.03 -2.31
H -1.54 -1.45 4.24
H -0.65 -0.32 4.10
O -1.58 -0.48 4.31
H 2.27 -4.06 0.11
H 2.16 -2.64 0.01
O 1.56 -3.39 0.15
H 0.08 1.44 0.18
H 1.56 2.23 0.37
O 1.07 1.41 0.15
H 1.29 -1.54 -2.32
H 1.15 -2.13 -3.79
O 1.65 -1.54 -3.22
H -2.00 -2.90 -1.83
H -3.13 -2.65 -2.84
O -2.17 -2.61 -2.74
H 3.11 1.51 3.54
H 1.85 2.30 3.65
O 2.47 1.98 2.99
H 3.24 -2.80 3.16
H 2.24 -2.00 2.29
O 2.90 -1.92 2.99
H -3.55 -2.19 0.86
H -4.54 -1.19 0.25
O -3.92 -1.90 0.02
H -3.06 2.48 0.34
H -3.72 3.25 1.52
O -3.65 3.22 0.55
H -2.13 0.36 0.41
H -1.80 0.41 -1.08
O -1.46 0.76 -0.21
H -0.23 -1.03 -0.50
H 1.15 -0.37 -0.06
O 0.72 -1.10 -0.52
```

Calculated values
Calculated total energy   -1282.106364 a.u.
Energy relative to the best compared isomer or geometry (same formula, charge and spin)   36.1 kcal per mole
Net charge   +1
Largest force on an atom   3.3 eV Å⁻¹

Calculated atomic charges, method Mulliken, unit e: -0.7071, 0.1875, -0.7790, 0.2281, 0.3843, 0.3685, 0.3650, 0.0192, 0.5021, 0.2680, 0.1992, 0.2940, 0.2197, -0.5421, 0.2966, 0.2916, -0.6142, 0.5173, 0.2276, -0.6848, 0.2713, 0.3979, -0.7029, 0.3508, 0.3134, -0.6927, 0.3430, 0.1639, -0.6022, 0.2075, 0.3521, -0.5598, 0.3628, 0.3007, -0.6905, 0.3431, 0.3155, -0.6778, 0.3123, 0.2792, -0.5656, 0.2984, 0.3644, -0.6384, 0.2764, 0.2927, -0.5622, 0.3256, 0.2997, -0.6558, 0.2305, 0.4524, -0.5408, -0.1328, 0.3483, -0.2219

(2)
DFT (ωB97M-V/def2-TZVPD) results for C2H3AgFLi2O as an isolated structure.

```
10
C2H3AgFLi2O, DFT ωB97M-V/def2-TZVPD
O 0.01 -0.32 -0.11
C -1.02 0.49 0.08
C -2.29 0.10 0.32
Li -0.84 -1.75 -1.48
Li 2.32 -0.97 0.93
F 3.82 -0.19 0.48
H -0.79 1.57 -0.01
H -2.53 -0.94 0.54
H -3.09 0.84 0.36
Ag 4.42 1.16 -1.10
```

Calculated values
Calculated total energy   -414.941973 a.u.
Energy relative to the best compared isomer or geometry (same formula, charge and spin)   15.9 kcal per mole
Net charge   +1
Largest force on an atom   1.7 eV Å⁻¹

Calculated atomic charges, method Mulliken, unit e: -0.8401, 0.1316, -0.8795, 0.8778, 0.8742, -0.7498, 0.2916, 0.2808, 0.1860, 0.8274

(3)
DFT (ωB97M-V/def2-TZVPD) results for C2H3AgLiO2 as an isolated structure.

```
9
C2H3AgLiO2, DFT ωB97M-V/def2-TZVPD
O -1.28 0.62 -0.09
C -0.06 0.67 0.23
C 0.69 -0.63 0.10
O 2.01 -0.46 -0.18
H 0.14 -1.26 -0.65
H 0.46 -1.15 1.06
Ag 2.89 1.56 -0.50
Li -2.71 -0.77 -0.09
H -2.15 1.42 0.11
```

Calculated values
2S+1   2
Calculated total energy   -382.732722 a.u.
Energy relative to the best compared isomer or geometry (same formula, charge and spin)   82.6 kcal per mole
Net charge   0
Largest force on an atom   3.2 eV Å⁻¹

Calculated atomic charges, method Mulliken, unit e: -0.2666, -0.3401, 0.2377, -0.7456, 0.1611, 0.1838, 0.4674, 0.1143, 0.1880